Density functional theory data (ωB97M-V with the def2-TZVPD basis set) for 13 unconnected molecules or ions with the total composition C16H52IN2O12S at a distorted geometry.

Geometry as XYZ:
```
84
C16H52IN2O12S, DFT ωB97M-V with the def2-TZVPD basis set
S -6.020 -0.161 -6.045
C -5.036 -1.363 -5.066
C -4.188 -0.805 -4.058
C -3.474 -1.852 -3.288
I -2.192 -1.400 -1.674
C -3.796 -3.208 -3.763
N -4.577 -3.608 -4.744
N -5.210 -2.655 -5.394
H -7.099 0.052 -5.211
H -4.068 0.276 -3.849
H -3.295 -4.033 -3.199
H -5.855 -2.927 -6.144
C -0.313 2.389 0.121
O -1.471 2.311 -0.710
H -0.573 2.911 1.039
H 0.036 1.382 0.365
H 0.476 2.940 -0.396
H -1.209 1.845 -1.512
C -0.834 -6.300 -3.720
O -2.117 -6.542 -3.146
H -0.068 -6.582 -3.000
H -0.718 -6.900 -4.625
H -0.730 -5.238 -3.960
H -2.775 -6.287 -3.801
C -3.134 1.287 2.042
O -4.092 0.603 1.242
H -3.546 1.415 3.041
H -2.213 0.700 2.106
H -2.920 2.266 1.611
H -3.712 0.497 0.363
C 1.713 3.663 3.392
O 1.264 4.506 2.328
H 1.163 2.726 3.354
H 2.776 3.461 3.275
H 1.530 4.150 4.352
H 1.764 5.328 2.382
C 4.374 2.740 0.472
O 3.206 2.628 1.282
H 5.113 2.022 0.821
H 4.125 2.523 -0.571
H 4.786 3.747 0.554
H 2.565 3.273 0.956
C 1.925 -2.402 -1.276
O 1.342 -1.129 -1.021
H 1.248 -2.982 -1.904
H 2.877 -2.274 -1.796
H 2.084 -2.928 -0.334
H 1.962 -0.641 -0.465
C 7.471 2.889 2.550
O 7.474 3.173 1.156
H 6.610 3.380 3.002
H 7.396 1.811 2.713
H 8.385 3.270 3.011
H 8.241 2.731 0.777
C -6.862 0.612 -1.225
O -7.344 -0.234 -2.271
H -7.662 0.770 -0.506
H -6.017 0.135 -0.724
H -6.556 1.574 -1.643
H -6.619 -0.356 -2.891
C 4.413 -2.666 2.131
O 3.956 -1.841 1.061
H 3.877 -3.612 2.097
H 5.482 -2.855 2.021
H 4.218 -2.175 3.087
H 4.444 -1.012 1.112
C 5.864 -5.857 3.602
O 5.871 -5.586 2.204
H 4.991 -5.380 4.044
H 5.811 -6.934 3.773
H 6.768 -5.453 4.065
H 6.649 -6.015 1.834
C 1.552 3.578 7.475
O 0.921 2.534 6.742
H 2.458 3.874 6.948
H 0.882 4.439 7.550
H 1.816 3.226 8.475
H 0.124 2.289 7.224
C -5.784 3.440 -5.297
O -5.927 2.897 -3.986
H -4.834 3.106 -5.710
H -6.600 3.087 -5.934
H -5.794 4.531 -5.253
H -6.772 3.204 -3.638
```

Computed properties:
2S+1   1
Calculated total energy   -2348.548272 Ha
Energy above the lowest of the compared OMol25 structures with the same formula, charge and spin   0.721 eV
HOMO   -11.539 eV
Charge   +1
Kohn-Sham gap   0.23151 Eh
Strongest force on any atom   4.0 eV/A
Molecular weight   623.565 g/mol